Below is 10 unconnected molecules or ions with the total composition H20O10, with properties calculated with ωB97M-V with the def2-TZVPD basis set.

## Properties
- HOMO-LUMO gap (eV) = 9.38
- E_LUMO (eV) = -0.5
- HOMO level (eV) = -9.897
- relative energy (zero: lowest compared OMol25 entry of this formula, charge and spin) (eV) = 3.1005
- structure (SMILES) = O.O.O.O.O.O.O.O.O.O
- maximum force (Eh/bohr) = 0.0643

Structure (ORCA input):
```
! wB97M-V def2-TZVPD RIJCOSX def2/J DEFGRID3
* xyz 0 1
O -1.47 -7.06 -20.05
H -1.85 -6.66 -19.27
H -2.26 -7.04 -20.59
O -3.38 -11.09 -16.06
H -4.11 -10.57 -15.75
H -2.62 -10.87 -15.53
O -4.83 -8.74 -20.04
H -5.04 -9.70 -20.23
H -5.25 -8.50 -19.23
O -2.64 -9.54 -18.36
H -3.12 -8.95 -18.91
H -3.21 -9.73 -17.62
O -2.09 -7.35 -16.06
H -1.38 -7.95 -16.27
H -1.79 -6.64 -16.60
O -6.30 -10.73 -16.52
H -7.28 -10.69 -16.68
H -5.97 -10.23 -17.22
O -3.70 -6.93 -21.47
H -3.94 -6.06 -21.10
H -4.17 -7.63 -20.95
O -4.51 -8.68 -15.57
H -3.73 -8.17 -15.59
H -5.04 -8.17 -14.95
O 0.18 -10.34 -18.61
H 0.22 -10.61 -19.54
H -0.71 -10.00 -18.44
O -0.35 -9.29 -21.29
H -0.84 -8.64 -20.82
H -0.97 -9.91 -21.65
*
```

---

Below is a single C3H7ClNO2P molecule, with properties calculated with ωB97M-V with the def2-TZVPD basis set.

## Properties
- HOMO-LUMO gap (eV) = 10.47
- E_LUMO (eV) = 0.7
- HOMO level (eV) = -9.797
- relative energy (zero: lowest compared OMol25 entry of this formula, charge and spin) (eV) = 0.0000
- structure (SMILES) = CN1CCO[P@]1(=O)Cl
- maximum force (Eh/bohr) = 0.0882

Structure (ORCA input):
```
! wB97M-V def2-TZVPD RIJCOSX def2/J DEFGRID3
* xyz 0 1
C -0.59 0.46 1.63
N -0.59 0.67 0.17
C 0.22 -0.31 -0.53
C 0.48 0.32 -1.94
O 0.31 1.74 -1.82
P 0.15 2.23 -0.38
O -0.67 3.44 -0.16
Cl 2.03 2.33 0.27
H -0.94 -0.51 1.82
H 0.43 0.67 1.88
H -1.35 1.20 2.10
H -0.30 -1.22 -0.60
H 1.07 -0.43 0.10
H 1.56 0.22 -2.39
H -0.11 0.03 -2.84
*
```

---

Below is 3 unconnected molecules or ions with the total composition H5N2P, with properties calculated with ωB97M-V with the def2-TZVPD basis set.

## Properties
- HOMO-LUMO gap (eV) = 6.94
- E_LUMO (eV) = -0.4
- HOMO level (eV) = -7.359
- relative energy (zero: lowest compared OMol25 entry of this formula, charge and spin) (eV) = 3.9843
- maximum force (Eh/bohr) = 0.0990

Structure (ORCA input):
```
! wB97M-V def2-TZVPD RIJCOSX def2/J DEFGRID3
* xyz 0 1
N 0.05 -1.74 -0.15
N -0.19 -0.44 0.45
P -1.59 0.37 0.19
H -0.62 -1.95 -0.95
H 0.99 -1.70 -0.70
H 0.39 -0.34 1.21
H 0.63 3.15 -0.38
H 0.34 2.65 0.35
*
```

---

Below is a gas-phase ion, C5H13N2 (charge +1), with properties calculated with ωB97M-V with the def2-TZVPD basis set.

## Properties
- HOMO-LUMO gap (eV) = 8.37
- E_LUMO (eV) = -3.3
- HOMO level (eV) = -11.684
- relative energy (zero: lowest compared OMol25 entry of this formula, charge and spin) (eV) = 1.6355
- structure (SMILES) = N/C=C/CCC[NH3+]
- maximum force (Eh/bohr) = 0.0197

Structure (ORCA input):
```
! wB97M-V def2-TZVPD RIJCOSX def2/J DEFGRID3
* xyz 1 1
N 0.63 -1.55 2.47
C -0.05 -0.58 1.83
C -0.80 -0.68 0.72
C -1.29 0.60 0.05
C -0.18 1.50 -0.53
C 0.98 0.74 -1.15
N 0.43 -0.37 -2.02
H 0.73 -2.50 2.14
H 0.91 -1.47 3.43
H -0.04 0.39 2.32
H -1.16 -1.63 0.33
H -1.83 1.19 0.79
H -2.00 0.36 -0.75
H -0.59 2.21 -1.25
H 0.26 2.08 0.29
H 1.66 1.33 -1.75
H 1.55 0.24 -0.37
H -0.01 -1.04 -1.37
H 1.13 -0.83 -2.59
H -0.32 0.01 -2.61
*
```

---

Below is a molecular structure, C14H14ClLuN2O5, with properties calculated with ωB97M-V with the def2-TZVPD basis set.

## Properties
- HOMO-LUMO gap (eV) = 4.48
- E_LUMO (eV) = 4.9
- HOMO level (eV) = 0.380
- relative energy (zero: lowest compared OMol25 entry of this formula, charge and spin) (eV) = 0.0000
- maximum force (Eh/bohr) = 0.1825

Structure (ORCA input):
```
! wB97M-V def2-TZVPD RIJCOSX def2/J DEFGRID3
* xyz -2 1
Lu 0.43 1.28 0.91
C -1.29 4.65 -1.20
C -0.74 3.27 -0.83
O -0.35 3.18 0.38
C -0.79 2.33 -1.87
C -0.36 0.93 -1.90
C -0.53 0.14 -3.17
N 0.14 0.41 -0.83
N 0.63 -0.87 -0.58
C 1.09 -1.08 0.66
O 1.20 -0.39 1.73
C 1.62 -2.50 0.81
C 1.57 -3.42 -0.24
C 2.04 -4.71 -0.08
C 2.58 -5.11 1.14
C 2.64 -4.20 2.18
C 2.16 -2.91 2.02
H -1.22 5.32 -0.35
H -2.34 4.59 -1.51
H -0.72 5.09 -2.03
H -1.20 2.67 -2.81
H -0.97 0.74 -3.96
H -1.16 -0.73 -2.98
H 0.45 -0.23 -3.50
H 1.15 -3.10 -1.18
H 1.99 -5.41 -0.91
H 2.96 -6.12 1.27
H 3.06 -4.49 3.14
H 2.21 -2.20 2.83
Cl -3.81 0.22 0.63
C -2.80 1.65 1.05
C -2.23 1.53 2.49
O -3.04 1.71 3.41
O -0.99 1.30 2.56
H -3.43 2.53 0.97
H -2.01 1.71 0.32
O 2.07 2.21 1.42
*
```

---

Below is a molecular structure, C47H32BaN6, with properties calculated with ωB97M-V with the def2-TZVPD basis set.

## Properties
- HOMO-LUMO gap (alpha / beta) (eV) = 4.93 / 4.93
- E_LUMO (alpha / beta) (eV) = -1.3 / -1.3
- HOMO level (alpha / beta) (eV) = -6.268 / -6.267
- maximum force (Eh/bohr) = 0.0781

Structure (ORCA input):
```
! wB97M-V def2-TZVPD RIJCOSX def2/J DEFGRID3
* xyz 0 1
Ba -0.33 -0.49 -0.87
C 5.53 4.91 -2.69
C 5.40 3.67 -3.31
C 4.37 2.81 -2.93
C 3.47 3.17 -1.94
C 3.60 4.42 -1.33
C 4.63 5.28 -1.70
C 2.38 2.23 -1.51
C 2.80 1.06 -0.84
C 4.17 0.72 -0.47
C 4.14 -0.49 0.12
C 2.73 -0.89 0.21
C 2.22 -1.97 0.98
C 3.01 -3.27 0.97
C 2.59 -4.42 1.64
C 3.28 -5.63 1.53
C 4.40 -5.73 0.72
C 4.80 -4.62 -0.01
C 4.10 -3.42 0.10
C 1.03 -1.82 1.79
N -0.01 -1.03 1.47
C -0.90 -1.03 2.52
C -2.12 -0.33 2.54
C -2.93 -0.44 3.80
C -2.43 0.06 5.01
C -3.18 -0.04 6.18
C -4.42 -0.66 6.16
C -4.92 -1.16 4.97
C -4.18 -1.04 3.80
C -2.67 0.49 1.52
C -3.78 1.39 1.68
C -3.93 2.05 0.50
C -2.89 1.58 -0.39
N -2.15 0.65 0.26
C -2.52 2.21 -1.66
C -1.17 2.55 -1.95
C -0.71 3.79 -2.58
C 0.63 3.83 -2.45
C 1.04 2.60 -1.80
N -0.07 1.87 -1.50
C -3.61 2.64 -2.60
C -3.32 3.07 -3.90
C -4.31 3.41 -4.81
C -5.65 3.29 -4.46
C -5.97 2.80 -3.21
C -4.97 2.46 -2.30
C -0.36 -1.86 3.58
C 0.82 -2.35 3.13
N 1.97 0.07 -0.39
H 6.33 5.58 -2.98
H 6.09 3.37 -4.08
H 4.27 1.84 -3.41
H 2.90 4.70 -0.56
H 4.72 6.24 -1.21
H 5.04 1.35 -0.62
H 4.97 -1.01 0.57
H 1.68 -4.43 2.21
H 2.92 -6.49 2.07
H 4.94 -6.67 0.64
H 5.65 -4.68 -0.68
H 4.41 -2.61 -0.54
H -1.46 0.54 5.02
H -2.78 0.36 7.10
H -5.00 -0.74 7.08
H -5.89 -1.64 4.95
H -4.58 -1.43 2.86
H -4.34 1.55 2.59
H -4.62 2.86 0.30
H -1.35 4.58 -2.95
H 1.28 4.64 -2.76
H -2.29 3.08 -4.24
H -4.03 3.74 -5.80
H -6.43 3.54 -5.18
H -7.01 2.66 -2.93
H -5.27 2.02 -1.37
H -0.80 -2.03 4.55
H 1.52 -2.93 3.70
N 0.85 -4.38 -1.45
C 0.58 -5.66 -1.12
C -0.64 -5.66 -0.50
C -1.03 -4.30 -0.48
N -0.11 -3.52 -1.05
H 1.71 -4.02 -1.80
H 1.28 -6.45 -1.34
H -1.18 -6.50 -0.10
H -1.92 -3.85 -0.06
*
```

---

Below is 13 unconnected molecules or ions with the total composition C39H71N16O12, with properties calculated with ωB97M-V with the def2-TZVPD basis set.

## Properties
- HOMO-LUMO gap (eV) = 7.78
- E_LUMO (eV) = -2.2
- HOMO level (eV) = -9.985
- maximum force (Eh/bohr) = 0.1353

Structure (ORCA input):
```
! wB97M-V def2-TZVPD RIJCOSX def2/J DEFGRID3
* xyz 1 1
C -20.04 -7.42 -2.64
C -19.32 -6.14 -2.26
C -19.82 -4.91 -2.99
N -19.08 -3.65 -2.62
C -19.89 -2.57 -3.35
C -19.34 -1.18 -3.05
C -19.48 -0.93 -1.55
C -18.61 -1.95 -0.84
C -19.11 -3.33 -1.17
C -17.76 -3.66 -3.25
H -19.74 -8.14 -1.88
H -19.79 -7.76 -3.65
H -21.13 -7.39 -2.67
H -18.25 -6.27 -2.40
H -19.40 -5.87 -1.20
H -20.89 -4.76 -2.84
H -19.79 -4.95 -4.09
H -20.92 -2.68 -3.00
H -20.05 -2.71 -4.42
H -19.98 -0.46 -3.55
H -18.29 -1.14 -3.35
H -20.55 -1.04 -1.38
H -19.18 0.09 -1.33
H -18.57 -1.76 0.23
H -17.63 -1.81 -1.30
H -20.12 -3.56 -0.82
H -18.58 -4.12 -0.61
H -17.74 -3.64 -4.33
H -17.15 -4.47 -2.83
H -17.15 -2.84 -2.87
C -16.65 -6.86 -4.89
O -17.73 -6.91 -5.50
N -16.48 -7.60 -3.72
N -15.53 -6.12 -5.21
H -17.33 -8.00 -3.36
H -15.57 -7.84 -3.38
H -14.81 -6.08 -4.50
H -15.50 -5.62 -6.08
C -20.73 -7.21 -7.17
O -21.76 -7.31 -7.86
N -19.71 -8.16 -7.14
N -20.42 -6.08 -6.40
H -18.92 -7.97 -6.53
H -19.63 -8.80 -7.90
H -19.46 -5.97 -6.10
H -21.06 -5.32 -6.29
C -23.45 1.19 -0.63
O -22.62 0.27 -0.38
N -24.64 0.98 -1.32
N -23.25 2.51 -0.26
H -25.34 1.68 -1.35
H -24.82 0.09 -1.76
H -23.94 3.20 -0.47
H -22.45 2.81 0.26
C -20.14 3.89 0.10
O -20.64 4.71 -0.69
N -20.38 3.87 1.48
N -19.49 2.75 -0.36
H -20.23 3.09 2.08
H -20.66 4.72 1.92
H -19.57 2.56 -1.35
H -19.05 2.12 0.32
C -17.29 1.13 2.38
O -18.34 1.17 1.65
N -17.16 0.10 3.35
N -16.19 1.98 2.21
H -17.97 -0.49 3.45
H -16.48 0.22 4.07
H -15.47 2.00 2.90
H -16.20 2.75 1.56
C -13.98 -5.78 -2.11
O -13.68 -6.58 -3.05
N -14.31 -4.44 -2.30
N -13.91 -6.17 -0.78
H -14.33 -4.06 -3.22
H -14.54 -3.91 -1.49
H -13.75 -7.13 -0.57
H -14.09 -5.54 -0.03
C -18.30 -6.56 2.81
C -17.93 -6.79 1.47
C -17.02 -7.78 1.17
C -16.68 -8.70 2.16
C -17.16 -8.58 3.45
C -17.96 -7.50 3.77
O -18.32 -7.36 5.08
O -16.65 -7.96 -0.16
H -18.86 -5.66 3.01
H -18.37 -6.11 0.75
H -16.00 -9.51 1.90
H -17.07 -9.39 4.16
H -18.67 -6.47 5.23
H -15.88 -8.53 -0.24
C -22.99 -4.49 -1.43
C -22.69 -5.68 -0.78
C -22.08 -5.64 0.48
C -21.91 -4.43 1.13
C -22.21 -3.23 0.48
C -22.85 -3.27 -0.76
O -23.22 -2.13 -1.43
O -21.79 -6.84 1.14
H -23.52 -4.58 -2.37
H -22.98 -6.63 -1.22
H -21.53 -4.43 2.14
H -22.12 -2.25 0.94
H -22.92 -1.35 -0.86
H -21.94 -7.53 0.48
C -14.33 1.26 -3.45
C -14.60 2.43 -4.17
C -15.60 3.26 -3.69
C -16.30 2.95 -2.54
C -16.14 1.70 -1.95
C -15.14 0.87 -2.42
O -14.87 -0.28 -1.73
O -15.82 4.52 -4.18
H -13.47 0.68 -3.79
H -13.96 2.68 -5.00
H -16.87 3.69 -2.00
H -16.73 1.44 -1.08
H -14.00 -0.60 -1.97
H -15.19 4.82 -4.83
C -19.30 -10.64 -0.24
C -20.42 -10.96 -1.15
N -21.31 -11.21 -1.81
H -18.89 -9.67 -0.50
H -18.60 -11.47 -0.24
H -19.82 -10.59 0.72
C -20.23 1.39 -5.37
C -19.80 2.23 -4.25
N -19.50 2.89 -3.43
H -19.61 0.49 -5.32
H -20.19 1.89 -6.33
H -21.22 1.00 -5.15
C -18.88 -2.97 -9.37
C -18.89 -3.00 -7.91
N -18.93 -3.09 -6.74
H -19.38 -2.07 -9.71
H -19.35 -3.88 -9.73
H -17.86 -2.88 -9.74
*
```

---

Below is 2 unconnected molecules or ions with the total composition C3H10NO, with properties calculated with ωB97M-V with the def2-TZVPD basis set.

## Properties
- HOMO-LUMO gap (eV) = 7.70
- E_LUMO (eV) = -7.5
- HOMO level (eV) = -15.244
- relative energy (zero: lowest compared OMol25 entry of this formula, charge and spin) (eV) = 3.1886
- maximum force (Eh/bohr) = 0.0531

Structure (ORCA input):
```
! wB97M-V def2-TZVPD RIJCOSX def2/J DEFGRID3
* xyz 1 1
C 1.08 -0.16 -1.16
O 0.88 1.23 -1.06
C 0.46 -0.88 -0.08
C 0.64 -0.47 1.29
N -1.90 0.86 0.02
H 0.77 -0.51 -2.15
H 2.18 -0.31 -1.09
H 0.00 1.42 -0.68
H 0.20 -1.93 -0.24
H 1.15 -1.31 1.76
H -0.28 -0.26 1.84
H 1.26 0.42 1.33
H -2.24 1.00 0.95
H -1.54 -0.07 -0.09
H -2.66 0.99 -0.64
*
```